# 1
22
Properties=species:S:1:pos:R:3:mulliken_spin:R:1 method="wB97M-V/def2-TZVPD" charge=+2 lumo_energy_ha="-0.269 / -0.458" homo_energy_ev="-17.610 / -17.605" spin_multiplicity=2
O -0.59528 0.43088 1.16666 0.846
N 1.93566 1.10560 -0.14167 0.002
N 1.36576 -0.47467 -1.73560 0.001
N 0.88893 1.70208 -2.12559 0.000
N -2.80241 0.99174 1.35580 0.044
C -1.97491 -1.19014 2.19741 0.107
C 1.80263 -1.72207 -1.08522 0.000
C 1.32041 0.76919 -1.27388 0.000
C -1.77149 0.18416 1.49754 -0.022
H 0.46156 1.50575 -3.01740 0.000
H 2.66060 -2.12321 -1.61708 0.000
H 0.87175 -0.66706 -2.55489 0.000
H -3.60350 0.91228 1.97097 -0.002
H 1.00955 -2.43935 -1.22181 0.000
H -2.52821 1.87002 0.93548 0.003
H 1.90565 2.03402 0.23146 0.000
H -2.91172 -1.62306 1.85706 0.016
H 0.69267 2.67949 -1.96737 0.000
H -1.03118 -1.70075 2.03356 0.003
H 2.34538 0.28970 0.27878 0.000
H -2.06135 -0.96135 3.25222 0.001
H 2.01949 -1.57325 -0.03644 0.001

---

# 2
74
Properties=species:S:1:pos:R:3:nbo_charge:R:1 method="wB97M-V/def2-TZVPD" smiles="CCCCCN(C(=O)CCC(=O)OCC(=O)N1CCCCC1)c1c(N)n(CCCC)c(=O)[nH]c1=O" charge=0 lumo_energy_ha=0.020 homo_energy_ev=-8.550 spin_multiplicity=1
O -0.76092 1.97862 -0.74461 -0.645
O -2.63651 2.64236 -1.76149 -0.496
O 5.75022 -0.11201 -0.88730 -0.625
O -1.68127 -1.01620 -1.68444 -0.671
O -2.46960 2.60227 1.69628 -0.635
O 2.31541 -2.57787 -2.49704 -0.620
N 0.42025 -1.18070 -0.89882 -0.438
N 3.65761 0.42873 -0.16851 -0.437
N 4.00476 -1.30512 -1.67903 -0.636
N 1.49484 0.90916 0.61079 -0.789
N -3.47803 1.00594 0.46519 -0.439
C -3.19588 -0.02774 1.44269 -0.237
C -1.46452 2.01578 -1.72513 0.835
C 2.65480 -1.66330 -1.77370 0.646
C 4.27319 1.02786 2.15029 -0.412
C -0.02520 0.31389 -2.78766 -0.503
C -2.98555 2.23856 0.65521 0.669
C -5.33411 -1.15947 0.86015 -0.403
C 1.80302 -0.85081 -0.95678 -0.167
C 0.33756 -2.03531 1.43088 -0.400
C 4.55996 -0.32523 -0.91115 0.798
C -3.08188 3.21539 -0.52986 -0.172
C -1.42036 -3.66505 2.38287 -0.388
C 4.22422 1.46377 0.68387 -0.232
C 0.07470 -2.31202 -0.04620 -0.228
C -1.12537 1.34433 -3.03355 -0.496
C 2.30622 0.17438 -0.18020 0.479
C -0.50718 -0.69002 -1.74800 0.729
C -4.48649 -0.61384 2.00480 -0.395
C 0.05512 -3.24555 2.32384 -0.399
C -4.25993 0.52770 -0.65569 -0.234
C 4.76807 2.14373 3.07047 -0.394
C 3.76154 3.27838 3.23159 -0.611
C -1.76670 -4.81159 1.43865 -0.607
C -5.58626 -0.04691 -0.15181 -0.403
H -4.80145 -1.97800 0.37130 0.200
H 0.65905 -3.17837 -0.37404 0.206
H -4.24576 -1.40437 2.71711 0.210
H 5.70952 2.53934 2.68498 0.200
H 0.39111 -2.99004 3.33113 0.207
H 1.83500 1.76709 1.00899 0.401
H 4.96836 1.71269 4.05298 0.209
H 0.51393 0.92766 0.36216 0.449
H -6.15296 -0.42617 -1.00309 0.212
H -3.68601 -0.25367 -1.16720 0.235
H -4.45756 1.33271 -1.36071 0.213
H -0.98330 -2.50876 -0.22087 0.234
H -5.03617 0.16652 2.53485 0.202
H -1.65787 -3.98319 3.40058 0.201
H -2.58918 0.41962 2.23169 0.244
H -1.18035 -5.69414 1.68541 0.202
H -4.10853 3.54190 -0.70385 0.214
H 3.65776 2.38909 0.55455 0.191
H 0.88801 0.80531 -2.45630 0.230
H -2.82018 -5.06801 1.53053 0.207
H -2.45928 4.07843 -0.27444 0.222
H -1.56817 -4.55072 0.40348 0.204
H -0.80712 2.10000 -3.75358 0.241
H 4.65434 -1.85374 -2.23103 0.431
H 3.28457 0.70012 2.47856 0.204
H 4.11680 3.98902 3.97347 0.218
H -2.02690 0.86273 -3.41301 0.252
H 1.38691 -1.75700 1.55520 0.203
H 0.18944 -0.23934 -3.70363 0.250
H -6.16860 0.74862 0.31974 0.195
H -2.62392 -0.81202 0.93350 0.198
H 4.94897 0.17360 2.22380 0.218
H -0.27126 -1.19001 1.75791 0.200
H 0.65805 -4.09006 1.98445 0.197
H 3.61655 3.81959 2.29973 0.196
H -6.28107 -1.54778 1.23900 0.209
H 5.24116 1.63174 0.32178 0.260
H -2.05120 -2.80319 2.15980 0.189
H 2.79988 2.89333 3.56469 0.204

---

# 3
192
Properties=species:S:1:pos:R:3:mulliken_charge:R:1 method="wB97M-V/def2-TZVPD" smiles=COCCOC.COCCOC.COCCOC.COCCOC.COCCOC.COCCOC.COCCOC.COCCOC.COCCOC.COCCOC.COCCOC.COCCOC charge=0 lumo_energy_ha=0.023 homo_energy_ev=-9.237 spin_multiplicity=1
O -9.00525 -3.56899 -2.54679 -0.344
O -1.29319 0.98353 -1.19524 -0.656
O -1.42824 -4.31023 -2.10665 -0.426
O 6.94915 -1.04010 -3.19396 -0.398
O 7.28953 -4.80052 -3.79053 -0.463
O 2.84174 2.91665 4.92578 -0.440
O -3.80012 0.06008 3.15353 -0.197
O -0.99042 4.07230 1.84572 -0.168
O 4.59823 3.03777 -1.81593 -0.201
O -9.81759 1.05471 -3.11908 -0.184
O 1.07427 6.07918 -2.22448 -0.137
O -7.62926 1.83230 -1.33681 -0.416
O 3.11790 -3.61208 -1.23397 0.324
O -6.71442 -2.20541 -1.58394 -0.346
O 5.04701 -2.78696 2.49392 -0.557
O 1.51644 6.56704 -5.01569 -0.298
O 6.70265 2.09645 0.05502 -0.306
O -5.45681 1.15497 5.41505 -0.316
O 1.91433 0.23448 0.39965 0.008
O -0.13982 -3.26424 0.29717 0.268
O 5.22744 1.16434 5.71349 -0.201
O -3.51420 3.31576 0.72182 0.229
O 6.20386 -5.11944 1.36393 -0.502
O 2.21061 -7.09795 -1.15487 -0.498
C 1.03951 0.84473 -0.58574 -0.704
C -3.02932 -0.99171 2.52250 -0.596
C 5.79581 -4.05674 0.53683 -0.098
C -10.76980 1.36073 -4.14846 -0.870
C 4.04285 3.30754 5.57379 -0.451
C -6.00916 0.76105 4.15198 -0.534
C -6.11302 2.12726 6.11446 -0.792
C 6.43742 2.11869 1.48334 -0.530
C -2.20347 4.51735 2.42173 -0.905
C -5.12466 -0.35781 3.43137 -0.552
C 0.60672 7.27395 -2.93030 -0.746
C 2.64721 -8.25757 -0.45789 -0.760
C -5.38127 -1.84508 -1.76630 -0.518
C 2.35197 6.77560 -6.22016 -0.740
C 6.62562 3.39094 -0.56299 -0.869
C 2.69304 -2.32139 -1.53889 0.310
C -0.34622 0.32115 -0.39740 1.566
C -3.36235 3.54730 2.11378 -0.196
C 4.03262 -2.11404 3.20730 -0.124
C 3.19593 0.82690 0.39766 -0.600
C 4.62367 2.21221 6.47953 -0.605
C -3.50549 4.37982 -0.24889 -0.606
C 1.53516 7.67419 -4.10639 -0.548
C 6.69794 -3.57117 -3.40776 0.887
C -2.14097 -4.03478 -0.92565 -0.198
C 2.16922 -4.66035 -1.45418 1.043
C -6.66252 1.75484 -0.34341 -0.418
C 3.42601 3.63273 -2.29113 -0.835
C 5.33034 -6.19824 1.47567 -0.497
C 4.76738 -3.14639 1.17269 1.169
C -2.62735 0.62261 -0.85116 0.070
C -7.64449 -1.61197 -2.54385 -0.384
C -0.39119 3.07676 2.59985 -0.004
C -8.95481 1.49975 -0.82585 -0.407
C 2.98721 1.97010 3.91105 0.768
C -9.00226 -2.17252 -2.29742 -0.396
C -10.03773 1.75780 -1.94238 -0.672
C -0.94362 -3.11815 -2.73617 -0.245
C 7.63877 -2.33730 -3.31926 -0.673
C 6.49537 -5.94324 -3.50374 -0.618
C 6.30453 -0.86994 -1.92746 0.130
C -1.29966 -4.10711 0.39602 -0.664
C 0.18183 5.60924 -1.27662 -0.635
C 5.85454 0.24958 6.63574 -0.846
C 2.72054 -5.87953 -0.67388 0.380
C -10.29722 -4.17024 -2.47191 -0.773
C 5.22696 3.97724 -0.97513 -0.431
C 0.48762 -3.01787 1.53458 -0.729
H -2.35322 5.48768 1.94831 0.363
H 1.77367 -2.13846 -0.98267 -0.487
H 3.77258 1.76179 6.99029 0.350
H -0.32919 -0.74231 -0.63585 -0.779
H -7.30973 -1.79636 -3.56466 0.381
H 7.00509 -0.82107 -1.09384 0.291
H -11.05916 1.48613 -1.67595 0.390
H -0.05363 3.39587 3.58591 0.572
H 1.98230 -4.85705 -2.50986 0.425
H 6.06620 1.16178 1.85024 0.064
H 1.22623 -2.24897 1.30797 -0.132
H -2.53395 4.87361 -0.26864 -0.055
H 4.55325 -1.38710 3.83069 -0.080
H -4.93446 -2.23615 -2.68037 0.357
H 3.18713 1.83340 0.81598 0.303
H -5.64587 -0.57033 2.49795 0.204
H 5.44029 -5.80212 -3.73825 0.281
H 3.80859 -5.91226 -0.73020 -0.292
H -8.97646 0.43205 -0.60758 0.148
H -10.51288 0.79968 -5.04697 0.234
H -0.14879 -3.44899 -3.40468 0.233
H 5.23804 -6.82186 0.58648 0.076
H -2.82686 -0.43538 -1.02133 -0.006
H -0.63189 0.64094 0.60471 -0.227
H -0.54992 -2.37440 -2.04340 -0.061
H 0.35266 2.48202 2.06968 -0.686
H -11.76115 1.03915 -3.82925 0.351
H 7.20994 3.29411 -1.47802 0.374
H -6.68194 0.79541 0.17352 0.342
H 3.70078 4.45957 -2.94607 0.427
H -0.41239 7.09707 -3.27417 0.350
H 6.72309 -3.48584 0.48852 0.315
H 2.32500 -9.12368 -1.03594 0.320
H 5.28646 2.58450 7.26069 0.502
H 4.77312 3.55787 4.80429 0.239
H -9.29421 -2.03661 -1.25607 0.308
H -6.98016 1.75022 6.65668 0.307
H -2.06674 4.59590 3.50026 0.403
H -3.37293 1.17938 -1.41879 0.125
H -1.97148 -3.78934 1.19338 0.395
H 6.82726 0.56310 7.01470 0.325
H -6.46148 2.95510 5.49691 0.317
H -7.64499 -0.52675 -2.44189 0.317
H 8.43842 -2.33428 -2.57856 0.345
H 3.39649 6.87329 -5.92428 0.306
H 2.11338 7.73736 -6.67425 0.295
H 2.55657 -2.31054 -2.62026 0.510
H 4.64292 4.27681 -0.10491 0.299
H -2.88555 0.74806 0.20037 -0.037
H 3.90139 0.21368 0.95836 -0.170
H 3.54285 -2.81243 3.88588 0.377
H 0.41782 8.09028 -2.23315 0.437
H -5.41141 2.48187 6.86950 0.248
H 6.26173 -3.54445 -2.40920 -0.673
H 3.74916 4.22354 6.08643 0.330
H 5.78195 0.07999 -1.81505 0.022
H -9.72050 -1.76577 -3.00931 0.277
H -4.86392 -2.25143 -0.89720 0.070
H 1.37925 0.75090 -1.61719 0.395
H 1.26121 -4.30532 -0.96676 -1.372
H -5.27078 -1.29505 3.96834 0.399
H -3.07747 -1.99036 2.95663 0.507
H -7.01423 0.44906 4.43585 0.514
H -1.08777 2.31737 2.95509 0.155
H 2.16241 1.93440 3.19934 -0.586
H 1.02873 -3.86671 1.95263 0.327
H 2.53682 7.88227 -3.73026 0.322
H -0.92565 -5.10800 0.61150 0.268
H 3.83545 2.15813 3.25285 -0.206
H -5.18937 -0.77213 -1.77426 0.214
H 8.14834 -2.28678 -4.28149 0.308
H -9.15621 2.06659 0.08312 0.469
H -3.17414 2.61457 2.64547 0.130
H 3.70371 -8.30768 -0.19445 0.246
H 3.01145 2.82466 -2.89386 0.312
H 4.65070 -2.23270 0.58988 -0.188
H -5.74871 1.77449 -0.93727 -0.158
H 5.94025 -3.24935 -4.12220 0.276
H 5.61139 2.79170 1.71321 0.186
H 6.02584 -0.67954 6.09213 0.209
H -10.04499 2.79707 -2.27094 0.378
H 3.85498 -3.72550 1.03034 -0.187
H 3.56512 0.85096 -0.62764 0.388
H 3.08288 1.02138 4.43912 0.315
H 7.36282 2.32245 2.02205 0.401
H 4.30494 -5.96424 1.76188 0.209
H -2.01492 -0.64550 2.32443 0.048
H 5.55504 -4.39845 -0.46983 -0.305
H 3.41970 -1.56238 -1.24912 -0.496
H -2.68768 -3.09984 -1.04856 -0.124
H 6.68166 -6.18716 -2.45784 0.226
H -10.14719 -5.24982 -2.48212 0.250
H 1.14887 8.53204 -4.65682 0.441
H 2.08271 -8.39944 0.46368 0.313
H -4.27839 4.04298 2.43512 0.252
H 3.29372 -1.51692 2.67291 -0.014
H -0.21071 -2.54272 2.22355 0.281
H -3.70525 3.82770 -1.16724 0.202
H 2.23711 5.90096 -6.86040 0.242
H 5.59739 -1.66781 -1.70064 -0.233
H -10.93284 -3.80929 -3.28049 0.300
H -0.79771 5.43645 -1.72242 0.389
H 5.29195 0.06993 7.55188 0.386
H 5.38606 4.96709 -1.40291 0.498
H -1.74852 -2.69730 -3.33877 0.377
H -10.78857 -3.93220 -1.52851 0.312
H 6.90934 -6.72724 -4.13782 0.305
H 0.61955 4.68907 -0.88959 -0.085
H 0.93618 1.92228 -0.45806 -0.099
H -6.72161 2.60542 0.33564 0.469
H -6.20019 1.60740 3.49221 0.247
H 0.12966 6.29109 -0.42783 0.361
H -3.53673 -1.14681 1.57036 0.234
H -2.95095 -4.76278 -0.88046 0.505
H 7.27004 4.03001 0.04067 0.439
H 2.71425 3.93347 -1.52234 0.201
H 5.79289 -6.91444 2.15479 0.419
H -10.78121 2.42792 -4.37002 0.342
H -4.30805 5.09649 -0.07458 0.343
H 2.33465 -5.84125 0.34481 0.200

---

# 4
63
Properties=species:S:1:pos:R:3:mulliken_spin:R:1 method="wB97M-V/def2-TZVPD" charge=-1 lumo_energy_ha=0.083 homo_energy_ev=-5.236 spin_multiplicity=3
Tm -1.18503 -0.05119 0.37154 2.017
Br 0.37397 1.71241 -3.27156 0.000
Cl -0.17513 -1.91289 1.82584 -0.002
O -3.09823 1.24761 0.81234 -0.001
O -4.50923 -1.81239 -1.46366 0.000
O -2.60923 -1.45319 -0.33066 -0.003
O -4.70883 2.60891 4.72444 0.000
O -4.32713 2.52941 2.16614 0.000
O -3.88293 1.66341 6.54664 0.000
N -1.55383 0.45281 2.80094 0.000
N 1.32617 -0.13479 -0.26256 -0.002
N -1.04003 -0.00209 3.94294 0.000
N -0.30093 2.10231 0.11794 -0.002
N -1.67673 0.08721 -2.38496 0.000
C -1.61513 0.42521 -4.76656 0.000
C 0.47137 -2.48839 -1.65926 -0.002
C -3.84713 1.83241 5.34694 0.000
C -0.77553 3.35241 0.13424 0.000
C -3.27693 -0.97649 -3.82256 0.000
C -2.74833 -0.69469 -2.56766 -0.001
C 5.05217 0.56401 0.93384 0.000
C 3.79917 -0.15129 1.44474 0.000
C 4.09087 -2.44629 0.59474 0.000
C -2.63033 1.16411 3.10624 -0.001
C 3.70727 -3.58559 -0.07986 0.000
C -3.38013 -1.37699 -1.32556 0.000
C -2.80813 1.17631 4.51354 0.000
C 3.34537 -1.27669 0.54804 0.000
C 1.82577 1.06061 -0.39346 0.001
C 2.52847 -3.56859 -0.80016 0.000
C -1.76263 0.39651 4.99534 0.000
C -2.69503 -0.41989 -4.94676 0.000
C 1.75627 -2.42389 -0.87976 0.001
C -3.43233 1.70411 1.93214 -0.001
C 0.21307 4.28661 -0.19116 0.000
C -1.15763 0.62831 -3.47386 0.000
C 2.16627 -1.24949 -0.22326 -0.001
C 0.69857 -2.31749 -3.16186 0.000
C 1.36827 3.56441 -0.42486 0.000
C 1.03597 2.21141 -0.22826 -0.001
H 2.86447 1.20251 -0.70246 0.000
H -1.11513 0.90401 -5.59386 0.000
H -1.80833 3.54861 0.36334 0.000
H 1.35337 -3.10309 -3.53676 0.000
H 4.30117 -4.48549 -0.01466 0.000
H -0.28873 -0.69009 3.86074 0.000
H 4.85597 1.10671 0.01174 0.000
H -0.21553 -1.70299 -1.30286 -0.003
H -0.24583 -2.37379 -3.70226 0.000
H 2.18887 -4.46479 -1.29826 0.000
H 0.08717 5.35101 -0.25666 0.000
H 0.00457 -3.45769 -1.47086 0.000
H 4.02997 -0.58759 2.42124 0.000
H 1.16347 -1.35619 -3.36916 0.000
H -4.59133 2.63861 3.70994 0.000
H 4.99017 -2.46139 1.19464 0.000
H 2.33497 3.93571 -0.71056 0.000
H 5.84897 -0.15039 0.73784 0.000
H -3.06203 -0.63559 -5.94086 0.000
H 5.40267 1.27681 1.67764 0.000
H -4.13593 -1.62819 -3.87266 0.000
H -1.51983 0.13341 6.00484 0.000
H 2.99457 0.57151 1.58944 0.000

---

M (computed, g mol⁻¹): 133.175 493.605 1081.464 785.790
Relative energy (zero: lowest compared OMol25 entry of this formula, charge and spin) (computed, kcal per mole): 7.5 6.3 79.3 2.5